[1]
Molecular formula: C42H58MgN8O5
Method: DFT, the ωB97M-V functional and the def2-TZVPD basis

Its total energy is -2649.56735 a.u. For the lowest unoccupied orbital energy, the calculation gives -0.4 eV. Its relative energy (zero: lowest compared OMol25 entry of this formula, charge and spin) is 6.5 kcal/mol.

Positions of all 114 atoms, in Å:
Mg -0.08302 -0.13221 0.24117
C 1.33215 1.56977 -2.34005
C 2.12668 2.14984 -1.29816
C 1.25523 2.41859 -0.23071
C -0.06015 1.92049 -0.59654
C 0.00459 1.49016 -1.97205
C -1.15985 1.37967 -2.94660
C -2.24019 0.40821 -2.48162
C -0.67837 0.95214 -4.33190
C -1.79193 2.77412 -3.08008
C 1.43365 3.26768 1.04035
C 2.55841 2.81056 2.00583
C 0.15013 3.28652 1.88396
C 1.67039 4.72647 0.61041
C 3.60256 2.45041 -1.62466
C 4.22230 1.29395 -2.43002
C 4.54349 2.68508 -0.44342
C 3.64301 3.69959 -2.52466
H 1.71744 1.27347 -3.30622
H -0.95209 2.39919 -0.20097
H -1.82975 -0.59789 -2.33647
H -3.04197 0.33837 -3.22319
H -2.68133 0.73942 -1.54433
H -0.19722 -0.02582 -4.30401
H 0.03739 1.66730 -4.74241
H -1.52684 0.89653 -5.01932
H -2.22638 3.10137 -2.13259
H -2.58587 2.77035 -3.83377
H -1.03627 3.50522 -3.37539
H 2.13615 2.32818 2.89134
H 3.13927 3.66392 2.36414
H 3.24787 2.10774 1.55390
H -0.15979 2.27456 2.16900
H -0.68317 3.77269 1.37280
H 0.34194 3.83661 2.80835
H 2.62130 4.84752 0.09601
H 1.67186 5.38607 1.48457
H 0.88160 5.05227 -0.07141
H 4.16501 0.35013 -1.88353
H 5.27806 1.50874 -2.61922
H 3.73807 1.15155 -3.39684
H 4.65400 1.78618 0.16759
H 4.23219 3.50165 0.20265
H 5.53407 2.93662 -0.83236
H 3.01305 3.56033 -3.40583
H 4.66660 3.89888 -2.85839
H 3.27851 4.58257 -1.99619
O 2.42231 -0.58734 6.76928
C 3.64571 -0.94694 6.14909
N 3.32865 -1.05363 4.74871
C 4.26020 -0.82015 3.79408
O 5.43005 -0.59669 4.05256
C 3.77047 -0.85353 2.37940
C 4.62600 -1.28989 1.37922
C 4.16708 -1.33998 0.07779
C 2.87124 -0.93419 -0.18621
N 2.05565 -0.46343 0.76742
C 2.50189 -0.43979 2.02708
H 2.54362 -0.60594 7.72414
H 4.01911 -1.89737 6.54013
H 4.41963 -0.18985 6.26674
H 2.39508 -1.34286 4.50556
H 5.63387 -1.58891 1.63986
H 4.79501 -1.69376 -0.72855
H 2.44829 -0.98789 -1.18629
H 1.81645 -0.06040 2.77600
C 0.13261 -2.90540 -3.22708
C 0.18613 -4.07219 -4.25279
N 1.57506 -4.37451 -4.60972
C 2.18257 -3.16980 -5.18034
C 2.15650 -2.01104 -4.14232
N 1.49632 -2.45240 -2.91000
C 2.24310 -3.58452 -2.35437
C 2.30070 -4.74480 -3.39053
H -0.33833 -3.21334 -2.29629
H -0.42490 -2.05492 -3.61897
H -0.35465 -3.82373 -5.16788
H -0.26229 -4.97921 -3.84234
H 1.62600 -2.90558 -6.08150
H 3.20321 -3.41000 -5.48406
H 1.62846 -1.13589 -4.52331
H 3.16940 -1.68974 -3.88427
H 1.75811 -3.88690 -1.42427
H 3.25009 -3.23813 -2.10326
H 1.85209 -5.65609 -2.99018
H 3.33081 -4.98075 -3.66558
O -0.30464 -1.54108 1.91398
N 0.09899 -2.38702 1.05166
O 0.76461 -3.33120 1.32974
O -0.18280 -2.08364 -0.18837
N -7.01220 -1.56718 2.41795
C -8.11257 -1.38909 3.23500
C -9.29921 -2.10470 3.38433
C -10.19595 -1.61938 4.31409
C -9.92376 -0.46045 5.06565
C -8.74702 0.24008 4.90276
C -7.82617 -0.23872 3.96887
N -6.58099 0.26654 3.61291
C -6.13935 -0.54983 2.70124
C -4.83048 -0.41253 2.03332
C -3.99656 0.64078 2.37805
C -2.77490 0.75321 1.74463
N -2.34574 -0.10328 0.81069
C -3.15044 -1.11543 0.48549
C -4.39079 -1.30355 1.06488
H -6.86466 -2.32271 1.77427
H -9.51015 -2.99712 2.80937
H -11.13052 -2.14264 4.47059
H -10.65616 -0.11706 5.78463
H -8.52995 1.13108 5.47776
H -4.30860 1.35275 3.12920
H -2.10934 1.57461 1.98425
H -2.77910 -1.80525 -0.26185
H -4.98562 -2.15044 0.74879

Mulliken population analysis, charges in e, atoms 1 to 4: atom 1 (Mg): 1.785, atom 2 (C): -1.115, atom 3 (C): -0.209, atom 4 (C): 1.137


[2]
Molecular formula: C5H7NO
Method: DFT, the ωB97M-V functional and the def2-TZVPD basis

Its total energy is -324.69673 a.u. For the lowest unoccupied orbital energy, the calculation gives 1.0 eV. Its relative energy (zero: lowest compared OMol25 entry of this formula, charge and spin) is 17.4 kcal/mol.

Positions of all 14 atoms, in Å:
C 1.76294 0.83924 0.02524
C 0.35413 0.40674 0.24895
O -0.33719 1.03141 1.24830
C -1.58040 0.49529 1.27294
C -1.71861 -0.44206 0.30660
C -0.45284 -0.49831 -0.37029
N -0.17122 -1.29162 -1.50541
H 2.41051 -0.02174 -0.17496
H 1.86010 1.53604 -0.81592
H 2.13777 1.34315 0.92020
H -2.24849 0.89068 2.02443
H -2.60393 -1.01676 0.07206
H -0.08908 -2.27636 -1.27919
H 0.67630 -0.99571 -1.97296

natural (NBO) population analysis, charges in e, atoms 1 to 4: atom 1 (C): -0.660, atom 2 (C): 0.222, atom 3 (O): -0.410, atom 4 (C): 0.093


[3]
Molecular formula: C40H38BCdF3N17P
Method: DFT, the ωB97M-V functional and the def2-TZVPD basis

Its total energy is -3311.61839 a.u. For the lowest unoccupied orbital energy (spin up / spin down), the calculation gives 2.5 / -0.4 eV. Its relative energy (zero: lowest compared OMol25 entry of this formula, charge and spin) is 10.4 kcal/mol. The charge is -1. Its expectation value of S² is 0.760. The spin multiplicity is 2.

Positions of all 101 atoms, in Å:
Cd -1.13835 0.96759 -0.70643
C -2.77117 2.88129 -3.60753
C -1.55047 3.43962 -2.95731
C -0.70864 4.45659 -3.42567
C 0.17845 4.68057 -2.39642
N -0.11842 3.84380 -1.39325
N -1.17873 3.06836 -1.73379
B 0.57647 3.70046 -0.02145
N 1.60035 2.55989 -0.07003
C 2.51662 2.34919 -1.04104
C 3.34193 1.33578 -0.62403
C 2.83792 0.96663 0.64111
C 3.30019 -0.13354 1.54061
N 1.80093 1.71695 0.97193
N -0.44474 3.42168 1.09881
C -0.66663 4.16835 2.18988
C -1.62274 3.54099 2.95644
C -1.94644 2.37600 2.24708
C -2.89283 1.29018 2.63237
N -1.22749 2.31723 1.13196
N 1.31382 5.00976 0.29695
C 2.47661 5.10460 0.97813
C 2.67387 6.42984 1.28672
C 1.54829 7.08805 0.74843
C 1.23198 8.55008 0.76042
N 0.73115 6.22485 0.16591
H -2.61553 2.75108 -4.67858
H -3.61331 3.56192 -3.46495
H -3.03637 1.92335 -3.16994
H -0.76149 4.96822 -4.37124
H 0.97129 5.40079 -2.29139
H 2.50911 2.92865 -1.95032
H 4.17486 0.90836 -1.15698
H 4.11370 -0.69418 1.07918
H 2.47810 -0.82314 1.73716
H 3.64687 0.25710 2.49893
H -0.13575 5.09336 2.33896
H -2.03379 3.86963 3.89537
H -3.62199 1.66469 3.35123
H -2.34539 0.46907 3.10207
H -3.42614 0.90547 1.76310
H 3.06374 4.22601 1.19189
H 3.50683 6.86501 1.81323
H 1.88278 9.07910 1.45638
H 0.19677 8.71743 1.05749
H 1.36700 8.99035 -0.22914
N -3.02546 -1.30468 -3.24630
C -3.69344 -0.74816 -2.16296
N -4.91014 -1.17166 -1.86189
N -5.23077 -0.47221 -0.77179
N -4.25406 0.32148 -0.44566
N -3.24457 0.17061 -1.31491
C -1.89181 -0.92579 -3.82920
N -1.33229 -1.64835 -4.84214
N -0.28924 -0.98221 -5.18011
N -0.19006 0.15648 -4.39525
N -1.16825 0.19073 -3.56280
H -3.47084 -2.12919 -3.62884
F 5.90665 -5.53728 -0.23839
C 5.08468 -5.59831 -1.31230
F 4.59572 -6.85282 -1.34313
F 5.87747 -5.46059 -2.39536
C 4.00849 -4.56143 -1.26065
C 2.74159 -4.88247 -0.79580
C 1.76563 -3.90350 -0.71435
C 2.04192 -2.58614 -1.09401
C 3.32491 -2.28144 -1.56528
C 4.29878 -3.25719 -1.64579
C 1.05416 -1.55433 -0.99885
C 0.25853 -0.63977 -0.90997
H 2.51209 -5.89822 -0.50259
H 0.77529 -4.16048 -0.36287
H 3.53161 -1.26500 -1.86909
H 5.28531 -3.01105 -2.01715
C -3.78213 -2.31324 2.07499
P -2.12541 -1.98478 1.34539
C -1.02582 -2.30590 2.77561
C 0.29782 -2.68109 2.53740
C 1.19085 -2.84529 3.58295
C 0.78199 -2.62416 4.89232
C -0.52519 -2.23739 5.14220
C -1.42186 -2.07963 4.09227
C -1.88686 -3.54640 0.40435
C -1.75879 -3.45756 -0.97773
C -1.61044 -4.59662 -1.75966
C -1.57465 -5.84405 -1.15603
C -1.68524 -5.94721 0.22680
C -1.84269 -4.80674 0.99980
H -4.06910 -1.47909 2.71658
H -3.82293 -3.24464 2.64270
H -4.50073 -2.34697 1.25520
H 0.63493 -2.83161 1.51920
H 2.21320 -3.13483 3.37188
H 1.48099 -2.74592 5.71011
H -0.85359 -2.05630 6.15838
H -2.44073 -1.78392 4.31125
H -1.72080 -2.47874 -1.43120
H -1.48975 -4.50299 -2.83260
H -1.44594 -6.73563 -1.75714
H -1.64605 -6.91985 0.70192
H -1.91620 -4.89357 2.07830

Mulliken population analysis, charges in e, atoms 1 to 4: atom 1 (Cd): 2.771, atom 2 (C): -1.038, atom 3 (C): 0.406, atom 4 (C): -1.441


Number 1 is which compound?
C42H58MgN8O5